No. 1
3 unconnected molecules or ions with the total composition C31H56F11INO6P2. Source: the Open Molecules 2025 dataset; level of theory: ωB97M-V/def2-TZVPD.

E: -103377.9614 eV
Max |F|: 5.583 eV Å⁻¹
HOMO energy: -10.40 eV
Charge: +1
2S+1: 1

Last column: Löwdin charge in e.
Cartesian coordinates (Å):
I -1.279 0.688 2.334  1.01
P -1.371 -1.965 0.844  0.77
P 1.196 0.205 5.273  0.79
F -3.137 -0.155 -5.092  0.00
F -0.841 2.606 -4.149  0.01
F -4.623 4.370 -2.327  0.05
F -4.748 2.790 -4.653  0.05
F -2.618 5.378 -3.134  0.03
F -2.091 1.935 -6.066  0.03
F 0.500 -2.140 -1.926  -0.06
F -3.617 0.702 -2.918  0.01
F 3.948 4.255 -1.198  -0.13
F -3.084 4.336 -5.381  0.03
F -2.519 3.319 -1.843  0.03
O 2.826 0.136 5.973  -0.29
O -5.037 -1.166 2.088  -0.11
O 0.069 -0.296 6.502  -0.28
O 6.081 0.925 -3.004  -0.28
O -3.316 -4.806 -2.394  -0.13
O 0.891 1.706 4.884  -0.40
N 1.020 1.432 0.580  0.02
C -0.863 -3.513 1.913  -0.29
C 0.260 -1.115 0.352  -0.39
C 1.845 2.683 -1.430  -0.09
C 0.640 0.175 1.307  -0.65
C 1.784 -0.193 2.419  -0.20
C -3.274 4.042 -2.892  -0.13
C -2.056 1.185 6.065  -0.12
C -1.195 -0.185 -3.459  -0.04
C 5.077 0.284 -3.889  -0.20
C -3.349 3.271 -4.343  -0.06
C -6.085 0.735 1.054  -0.09
C 4.061 -0.688 -2.988  -0.14
C -2.556 0.649 -3.952  -0.17
C 1.258 -0.992 3.744  -0.23
C 4.066 2.156 1.173  0.03
C -4.816 -6.543 -3.108  -0.09
C -5.671 0.076 2.354  -0.33
C -2.327 -2.715 -0.617  -0.30
C 0.399 -0.780 -1.275  -0.27
C -1.323 -0.296 6.024  -0.29
C -3.493 -6.214 -2.449  -0.32
C 2.025 1.297 -0.542  -0.30
C 3.604 1.351 0.012  -0.06
C 3.228 3.265 -2.083  -0.11
C 1.921 -0.092 -1.402  -0.14
C 2.509 -0.067 -2.918  -0.12
C 4.011 2.383 5.302  -0.09
C -2.201 2.124 -4.572  -0.09
C -0.799 0.153 -1.872  -0.09
C 3.238 1.462 6.460  -0.28
C 7.127 -0.054 -2.634  -0.12
H -5.214 0.908 0.413  0.06
H 7.984 0.555 -2.067  0.12
H 1.123 -1.915 0.557  0.13
H -4.978 0.712 2.913  0.10
H 3.319 2.564 2.009  0.07
H 6.750 -0.886 -1.895  0.09
H -1.801 1.813 7.033  0.10
H 4.446 0.747 -0.578  0.12
H 1.059 2.603 -2.292  0.11
H 3.796 3.540 5.477  0.10
H -4.966 -7.625 -3.163  0.08
H 0.281 -1.619 3.607  0.05
H -1.397 -0.843 4.992  0.07
H -0.273 0.107 -4.129  0.13
H -3.240 1.124 5.966  0.09
H -6.768 0.087 0.495  0.08
H 2.112 -1.779 4.021  0.13
H -1.445 -1.337 -3.616  0.15
H 5.205 2.418 1.355  0.11
H -4.053 -4.438 -1.877  0.08
H 1.429 3.515 -0.684  0.15
H -4.256 -0.984 1.537  0.03
H 0.220 -3.891 1.679  0.06
H 0.126 1.826 0.157  0.13
H 1.290 2.147 1.321  0.17
H 3.510 2.134 4.252  0.04
H -1.702 1.853 5.151  0.03
H -1.935 -0.973 6.793  0.14
H 2.896 3.914 -3.029  0.15
H 2.610 -0.870 -0.809  0.15
H 1.876 -0.804 -3.612  0.13
H -3.451 -6.613 -1.431  0.11
H 4.024 -1.716 -3.594  0.13
H 7.659 -0.520 -3.592  0.11
H -6.580 1.692 1.242  0.08
H 2.383 2.047 7.014  0.13
H 5.611 -0.339 -4.754  0.14
H -1.629 -4.375 1.603  0.06
H 2.223 0.847 2.806  0.09
H -4.855 -6.129 -4.121  0.08
H -0.624 1.307 -1.822  0.10
H 4.503 1.153 -4.442  0.13
H -2.664 -6.640 -3.022  0.12
H -3.502 -2.618 -0.450  0.07
H 2.619 -0.866 1.907  0.14
H -5.648 -6.100 -2.551  0.08
H -2.037 -2.331 -1.681  0.04
H -1.061 -3.337 3.070  0.05
H 4.494 -0.957 -1.935  0.09
H -2.119 -3.890 -0.625  0.06
H 4.077 1.264 7.286  0.14
H -1.810 -0.047 -1.269  0.12
H 5.166 2.183 5.253  0.08
H -6.547 -0.115 2.981  0.12
H 2.519 0.956 -3.472  0.10
H 3.954 2.443 -2.524  0.11

***

No. 2
A molecular structure, C31H57N4O2OsP2. Source: the Open Molecules 2025 dataset; level of theory: ωB97M-V/def2-TZVPD.

E: -64144.3151 eV
Max |F|: 6.202 eV Å⁻¹
HOMO energy (alpha / beta): -15.84 / -16.98 eV
Charge: +3
⟨S²⟩: 6.066
2S+1: 5
Energy relative to the best compared isomer or geometry (same formula, charge and spin): 0.358 eV

Last column: Löwdin charge in e.
Cartesian coordinates (Å):
Os 0.385 -0.317 0.152  1.11
P 1.859 0.719 -1.274  1.03
P -1.710 -0.304 1.592  1.10
O 2.459 0.008 2.304  0.05
O -0.040 2.563 1.319  0.01
N -0.182 4.444 2.623  0.24
N -1.065 0.444 -1.234  -0.07
N 0.622 2.467 3.530  0.22
N 0.775 -2.135 -0.600  -0.03
C -4.286 0.189 2.783  -0.06
C 0.704 1.861 -2.169  -0.24
C 0.472 -5.674 -1.238  -0.04
C -2.434 -2.996 2.155  -0.07
C 1.433 -0.923 -3.470  -0.09
C 0.939 -3.193 -1.153  0.06
C -3.164 2.098 1.676  -0.09
C -3.286 0.352 -2.187  0.03
C 4.497 1.261 -0.459  -0.07
C -0.049 -2.304 2.703  -0.12
C 2.609 -0.330 -2.687  -0.64
C 0.080 -4.317 -1.807  -0.55
C -0.606 5.319 1.544  0.06
C -2.921 0.865 2.558  -0.64
C -1.405 -4.031 -1.510  -0.02
C -1.531 -1.903 2.729  -0.63
C -2.884 -0.249 0.190  -0.17
C 3.455 0.453 -3.695  -0.07
C -0.698 1.285 -2.214  -0.31
C -2.360 1.306 3.909  -0.09
C -1.871 -1.693 4.212  -0.08
C 2.772 2.805 0.382  -0.11
C -1.599 1.715 -3.189  0.02
C -2.419 0.126 -1.079  -0.33
C 0.333 -4.354 -3.308  -0.04
C 1.677 -0.219 1.436  -0.46
C 0.135 3.143 2.418  -0.51
C 3.490 3.052 -1.939  -0.06
C 3.505 -1.407 -2.071  -0.08
C -2.881 1.173 -3.218  0.00
C 3.216 2.007 -0.843  -0.64
H -4.296 -0.040 -2.087  0.14
H -2.878 2.231 4.209  0.10
H 2.912 1.286 -4.158  0.09
H -3.794 1.860 0.808  0.09
H 1.510 -5.894 -1.483  0.10
H -2.216 2.520 1.314  0.05
H -3.552 1.380 -4.050  0.14
H 3.963 2.647 -2.838  0.07
H -1.627 -2.620 4.755  0.12
H 3.006 -1.986 -1.291  0.04
H -4.792 -0.081 1.849  0.08
H -1.263 2.476 -3.878  0.13
H 1.811 3.303 0.216  0.06
H 0.066 -3.307 3.138  0.11
H -2.124 -3.295 1.142  0.06
H -4.930 0.919 3.302  0.12
H -0.021 4.836 3.541  0.19
H 2.588 3.604 -2.230  0.08
H -1.559 5.799 1.796  0.14
H 4.962 0.740 -1.302  0.07
H 4.421 -0.974 -1.649  0.07
H 0.938 3.022 4.321  0.14
H 1.167 1.634 3.330  0.10
H -2.934 -1.499 4.384  0.07
H 0.933 -0.166 -4.088  0.09
H 4.406 0.804 -3.282  0.08
H -1.683 -4.446 -0.534  0.08
H 0.674 2.817 -1.614  0.10
H 1.813 -1.709 -4.133  0.10
H 3.809 -2.100 -2.870  0.11
H 4.310 0.552 0.362  0.09
H 3.711 -0.253 -4.500  0.12
H -0.312 -5.106 -3.783  0.11
H -2.359 -3.882 2.809  0.11
H 3.524 3.583 0.592  0.11
H -2.083 -4.484 -2.237  0.11
H -1.283 1.521 3.868  0.05
H 0.144 6.102 1.366  0.15
H 0.147 -3.391 -3.794  0.08
H -3.918 -0.585 0.225  0.10
H -1.604 -2.949 -1.504  0.07
H -1.262 -0.895 4.653  0.08
H -0.156 -6.461 -1.674  0.12
H 0.682 -1.376 -2.820  0.04
H -3.685 2.860 2.276  0.10
H 0.343 -5.689 -0.154  0.10
H 0.347 -2.329 1.671  0.01
H -2.543 0.570 4.699  0.07
H 1.062 2.117 -3.182  0.11
H 1.376 -4.652 -3.494  0.11
H -3.487 -2.683 2.131  0.09
H -4.234 -0.709 3.408  0.07
H 4.195 3.784 -1.515  0.11
H 0.559 -1.614 3.309  0.08
H 5.229 2.000 -0.100  0.11
H -0.733 4.729 0.629  0.11
H 2.697 2.170 1.271  0.05

***

No. 3
8 unconnected molecules or ions with the total composition C31H58BIN7PS. Source: the Open Molecules 2025 dataset; level of theory: ωB97M-V/def2-TZVPD.

E: -72417.5013 eV
Max |F|: 1.477 eV Å⁻¹
Structure (SMILES): S=[PH2]BCCCI.CCCC#N.CCCC#N.CCCC#N.CCCC#N.CCCC#N.CCCC#N.CCCC#N
HOMO energy: -8.03 eV
2S+1: 1

Last column: Löwdin charge in e.
Cartesian coordinates (Å):
I 3.050 -3.674 0.184  0.74
S 2.422 2.629 0.489  0.09
P 1.249 1.035 0.364  0.34
N -6.857 2.240 -1.674  0.18
N -3.011 4.625 -5.105  0.15
N -3.159 7.049 2.917  0.14
N 4.546 -0.108 -0.184  0.17
N 1.002 0.678 -3.361  0.17
N 9.308 -6.000 4.091  0.14
N -1.645 -3.132 4.564  0.15
C 2.718 -2.069 1.590  -0.67
C -3.099 5.930 3.161  -0.24
C 0.962 2.050 -6.567  -0.26
C -0.510 2.413 -6.405  -0.12
C 6.913 -6.754 3.374  -0.20
C -3.024 4.501 3.469  -0.20
C -3.851 3.849 -5.199  -0.24
C -3.848 1.124 -3.792  -0.11
C 4.097 1.967 -3.296  -0.11
C 1.151 0.687 -4.499  -0.24
C -1.606 -4.260 4.771  -0.23
C -1.614 3.934 3.285  -0.26
C 6.186 -4.496 2.442  -0.13
C 5.544 1.541 -3.074  -0.25
C -7.444 2.363 -0.696  -0.19
C -6.269 3.526 1.892  -0.12
C -1.148 3.966 1.835  -0.11
C -0.180 -6.293 4.731  -0.26
C 6.397 -5.978 2.160  -0.27
C -1.558 -5.700 5.033  -0.19
C 1.087 -0.723 2.951  -0.21
C 5.661 0.117 -2.527  -0.18
C -4.921 2.858 -5.321  -0.19
C 1.242 -1.996 2.072  -0.35
C 0.184 -6.221 3.253  -0.10
C 8.256 -6.332 3.775  -0.24
C 5.064 0.001 -1.200  -0.20
C -5.065 2.003 -4.060  -0.30
C -7.696 3.704 1.387  -0.26
C 1.315 0.694 -5.952  -0.19
C -8.190 2.517 0.555  -0.19
B 0.698 0.595 2.145  -0.29
H 4.063 2.967 -3.730  0.08
H -4.018 0.500 -2.915  0.07
H 7.087 -6.093 1.321  0.11
H 5.771 -4.003 1.563  0.01
H -8.361 3.824 2.245  0.11
H 2.015 -0.603 3.540  0.11
H 1.578 2.835 -6.124  0.11
H -8.120 1.596 1.137  0.12
H -1.841 3.418 1.190  0.08
H 1.151 -6.696 3.081  0.07
H -0.903 4.480 3.909  0.12
H 0.515 -2.075 1.256  0.10
H -0.558 -6.734 2.638  0.08
H -5.861 3.379 -5.513  0.12
H -5.984 4.372 2.518  0.07
H -3.338 4.348 4.504  0.12
H 7.125 -3.998 2.689  0.08
H -5.942 1.363 -4.175  0.10
H 5.444 -6.415 1.850  0.10
H 6.714 -0.168 -2.475  0.12
H 0.584 -5.780 5.319  0.11
H -0.175 -7.338 5.046  0.11
H 0.125 1.443 -0.422  -0.03
H 3.341 -2.152 2.491  0.06
H -0.779 2.525 -5.354  0.06
H -1.070 4.989 1.464  0.08
H -1.610 2.898 3.634  0.09
H 2.964 -1.104 1.139  -0.04
H -9.246 2.660 0.316  0.12
H -0.723 3.360 -6.901  0.07
H -3.644 0.467 -4.641  0.07
H 1.091 -2.870 2.728  0.08
H 1.204 2.019 -7.632  0.11
H 0.697 -0.092 -6.392  0.12
H -4.731 2.221 -6.188  0.12
H -0.164 3.506 1.743  0.01
H 0.290 -0.896 3.695  0.09
H -2.324 -6.206 4.441  0.12
H 6.227 -6.636 4.214  0.12
H 0.034 1.411 2.702  0.03
H -5.557 3.471 1.065  0.08
H -3.729 3.953 2.842  0.09
H 3.587 1.286 -3.975  0.04
H 6.940 -7.820 3.135  0.12
H 6.086 1.593 -4.022  0.11
H 3.541 1.995 -2.357  0.04
H -2.956 1.724 -3.601  0.07
H -1.804 -5.874 6.082  0.12
H 5.491 -4.350 3.272  0.08
H -5.249 2.641 -3.193  0.06
H 5.176 -0.589 -3.205  0.12
H 6.025 2.248 -2.395  0.11
H -6.175 2.616 2.488  0.08
H 2.353 0.449 -6.191  0.11
H -1.154 1.648 -6.845  0.08
H 1.944 -0.006 -0.303  -0.05
H -7.762 4.624 0.803  0.12
H 0.259 -5.188 2.910  0.05

***

No. 4
5 unconnected molecules or ions with the total composition C31H58BN6O17P. Source: the Open Molecules 2025 dataset; level of theory: ωB97M-V/def2-TZVPD.

E: -86805.6933 eV
Max |F|: 1.005 eV Å⁻¹
Structure (SMILES): CCOCCc1ccc(B(O)OC)c2nc(CC(N)(N)N)c(P(=N)(O)O)nc12.CCOC(=O)OC.CCOC(=O)OC.CCOC(=O)OC.CCOC(=O)OC
HOMO energy: -8.73 eV
2S+1: 1

Last column: Löwdin charge in e.
Cartesian coordinates (Å):
P -3.002 -1.210 1.699  0.48
O 2.336 5.044 -4.685  0.11
O -3.269 0.170 2.448  -0.14
O -3.215 -7.523 4.367  0.12
O 4.195 0.270 -7.611  0.12
O -3.292 6.837 -1.517  0.04
O 4.086 -2.258 -0.184  0.04
O 2.230 5.901 -2.603  0.02
O -5.121 -6.813 5.339  0.01
O 4.211 -0.530 1.467  0.17
O -1.843 5.778 -2.892  0.09
O 3.868 6.495 -3.874  0.04
O -4.817 -8.937 5.108  0.04
O 2.729 1.414 -6.324  0.05
O 2.510 -0.725 -6.486  0.00
O -3.702 -2.215 2.714  -0.14
O -3.435 4.694 -1.723  0.01
O -1.188 -2.856 5.683  -0.15
N -1.803 2.397 0.492  0.10
N -0.899 -2.541 2.593  0.17
N -3.602 -1.310 0.275  -0.15
N 1.042 -1.145 1.107  0.22
N 0.510 2.543 0.542  0.08
N -0.528 1.523 2.392  0.10
C -2.903 -10.340 5.689  -0.07
C -0.488 -1.645 5.879  -0.28
C -0.220 -0.826 1.062  -0.24
C 2.727 -2.585 1.958  -0.03
C -4.279 -7.740 4.886  -0.61
C 2.910 -1.969 -7.061  -0.04
C -4.633 -5.471 5.228  -0.03
C 0.812 -3.966 3.503  -0.16
C 2.132 -4.339 3.528  -0.01
C -1.383 -0.474 5.543  -0.07
C 2.981 3.132 -8.042  -0.06
C -3.163 8.591 -3.214  -0.06
C -0.627 1.696 0.941  -0.65
C 3.380 2.651 -6.664  -0.21
C 0.989 5.198 -2.413  -0.03
C -2.769 5.772 -2.119  -0.60
C 3.238 0.322 -6.883  -0.62
C 2.767 5.746 -3.804  -0.60
C 3.085 -3.639 2.757  -0.03
C 0.418 -2.885 2.673  -0.15
C -4.017 -10.057 4.703  -0.21
C -0.201 -4.681 4.355  -0.11
C 4.559 6.455 -5.131  -0.21
C 3.873 7.301 -6.182  -0.06
C 1.370 -2.197 1.915  -0.15
C -3.018 3.479 -2.355  -0.04
C 4.821 -3.488 -0.171  -0.06
C -0.366 -4.006 5.722  -0.20
C -0.578 0.328 0.180  -0.07
C -1.208 -1.553 1.804  -0.22
C -2.695 8.097 -1.862  -0.21
B 3.742 -1.757 1.049  -0.59
H 5.553 6.846 -4.922  0.12
H -3.010 8.784 -1.079  0.12
H 0.622 -3.710 6.082  0.12
H -3.799 -5.314 5.910  0.10
H 1.106 4.143 -2.656  0.10
H -1.034 0.414 6.068  0.08
H -2.189 -9.519 5.719  0.07
H 2.888 6.902 -6.424  0.07
H 3.970 -2.151 -6.899  0.09
H -0.791 -4.720 6.426  0.12
H -3.971 -2.996 2.216  0.08
H -1.968 3.237 1.028  0.09
H 0.326 1.947 2.722  0.08
H -1.946 3.338 -2.257  0.08
H -5.457 -4.821 5.507  0.10
H 2.689 -1.982 -8.127  0.10
H 5.565 -3.435 -0.957  0.09
H -2.769 9.589 -3.407  0.08
H 5.318 -3.639 0.787  0.08
H 0.202 5.639 -3.014  0.07
H 4.157 -4.331 -0.345  0.10
H 1.385 2.060 0.713  0.08
H 0.734 5.296 -1.361  0.09
H -2.409 -0.661 5.853  0.08
H 4.469 7.326 -7.094  0.08
H 4.671 5.421 -5.459  0.11
H -4.324 -5.252 4.208  0.09
H -1.323 1.935 2.853  0.07
H -3.312 3.481 -3.405  0.10
H -3.629 -9.892 3.698  0.12
H -2.901 -1.529 -0.421  -0.02
H 3.324 2.446 -8.816  0.07
H 5.034 -0.584 1.959  0.11
H -3.309 -10.467 6.694  0.08
H -4.253 8.630 -3.248  0.08
H 4.108 -3.985 2.809  0.11
H 3.739 8.321 -5.820  0.08
H -1.609 8.016 -1.818  0.12
H -4.705 -10.899 4.661  0.12
H 0.422 -1.585 5.276  0.12
H 0.415 2.735 -0.447  0.06
H 3.055 3.367 -5.913  0.09
H 1.896 3.207 -8.118  0.08
H -1.495 0.154 -0.372  0.09
H 0.219 0.403 -0.551  0.11
H -1.349 -0.233 4.483  0.04
H -2.829 7.929 -4.011  0.07
H 2.426 -5.167 4.154  0.12
H -1.170 -4.710 3.866  0.11
H 0.109 -5.712 4.511  0.12
H 3.414 4.114 -8.236  0.07
H -0.202 -1.575 6.935  0.12
H -3.592 0.018 3.346  0.08
H -3.528 2.669 -1.845  0.09
H -2.372 -11.249 5.407  0.08
H -2.618 1.801 0.465  0.06
H 4.461 2.535 -6.580  0.12
H 2.329 -2.739 -6.561  0.09